1.
Here is a molecular structure, C67H75Cl4Ge2N9O4PSTl from OMol25. Energies are from ωB97M-V/def2-TZVPD.

XYZ file:
```
164
Properties=species:S:1:pos:R:3:lowdin_charge:R:1
Tl -0.165 0.270 0.139 0.78
C -1.660 -2.402 -5.344 0.01
C -2.412 -1.393 -4.564 -0.34
N -3.566 -0.897 -4.897 0.10
N -3.908 -0.119 -3.829 0.01
C -3.015 -0.157 -2.819 -0.76
S -3.164 0.523 -1.304 0.68
N -2.027 -0.952 -3.322 -0.07
N -0.849 -1.198 -2.622 0.11
H -1.855 -3.399 -4.944 0.07
H -0.588 -2.222 -5.297 0.06
H -1.991 -2.370 -6.379 0.09
H -4.776 0.384 -3.806 0.14
H -0.226 -0.368 -2.648 0.05
H -0.394 -2.028 -2.982 0.07
Cl 5.058 -2.250 -0.610 0.67
C 3.577 -2.429 0.254 -0.69
C 3.560 -2.416 1.642 -0.70
Cl 5.036 -2.248 2.521 0.68
C 2.351 -2.547 2.323 -0.58
Cl 2.329 -2.625 4.046 0.77
C 1.143 -2.694 1.643 -0.40
O -0.010 -2.913 2.266 -0.27
C 1.184 -2.795 0.240 -0.42
O 0.081 -3.107 -0.455 -0.23
C 2.389 -2.646 -0.438 -0.59
Cl 2.375 -2.782 -2.151 0.80
Ge -1.538 -1.897 2.765 1.02
C -3.098 -0.838 2.204 -0.31
C -3.139 0.511 1.874 -0.21
C -4.366 1.122 1.651 -0.13
C -5.544 0.399 1.758 -0.09
C -5.502 -0.945 2.092 -0.09
C -4.281 -1.566 2.307 -0.14
C -1.105 -1.327 4.579 -0.28
C -0.523 -2.221 5.475 -0.16
C -0.202 -1.816 6.762 -0.10
C -0.468 -0.514 7.168 -0.09
C -1.065 0.378 6.290 -0.08
C -1.376 -0.027 4.999 -0.09
H -2.199 -3.294 2.895 0.03
H -2.228 1.103 1.803 0.02
H -4.396 2.168 1.381 0.10
H -6.496 0.884 1.582 0.10
H -6.418 -1.517 2.172 0.10
H -4.248 -2.621 2.551 0.08
H -0.318 -3.235 5.158 0.08
H 0.266 -2.513 7.447 0.10
H -0.209 -0.195 8.170 0.10
H -1.273 1.394 6.602 0.10
H -1.823 0.681 4.310 0.07
N -0.201 2.140 1.466 -0.34
P 0.512 3.099 2.411 0.55
N -0.371 4.259 3.293 -0.22
C -1.161 5.173 2.468 -0.22
C -2.573 4.658 2.196 -0.19
C -3.288 4.365 3.512 -0.21
C -2.460 3.375 4.326 -0.19
C -1.052 3.916 4.533 -0.22
N 1.351 2.346 3.689 -0.21
C 1.910 1.021 3.448 -0.23
C 3.374 1.104 3.024 -0.17
C 4.179 1.772 4.132 -0.20
C 3.606 3.158 4.399 -0.18
C 2.103 3.089 4.688 -0.22
N 1.607 4.179 1.676 -0.19
C 2.380 3.729 0.531 -0.21
C 2.355 4.768 -0.578 -0.18
C 2.867 6.109 -0.068 -0.20
C 2.051 6.541 1.145 -0.19
C 2.078 5.445 2.210 -0.23
H -0.637 5.321 1.524 0.10
H -1.219 6.143 2.987 0.12
H -2.479 3.744 1.602 0.09
H -3.125 5.396 1.608 0.11
H -4.292 3.972 3.334 0.10
H -3.399 5.297 4.082 0.11
H -2.389 2.434 3.777 0.07
H -2.927 3.170 5.293 0.11
H -0.445 3.189 5.074 0.08
H -1.113 4.831 5.144 0.12
H 1.304 0.533 2.683 0.05
H 1.838 0.427 4.367 0.10
H 3.441 1.697 2.108 0.10
H 3.769 0.112 2.809 0.06
H 5.237 1.838 3.865 0.11
H 4.107 1.161 5.040 0.11
H 3.773 3.777 3.517 0.08
H 4.111 3.640 5.243 0.11
H 1.691 4.096 4.765 0.10
H 1.960 2.594 5.662 0.12
H 1.960 2.786 0.178 0.09
H 3.429 3.550 0.830 0.11
H 1.324 4.873 -0.914 0.09
H 2.948 4.419 -1.427 0.10
H 2.818 6.865 -0.856 0.10
H 3.920 6.010 0.227 0.11
H 1.018 6.724 0.839 0.10
H 2.445 7.470 1.569 0.10
H 1.460 5.722 3.061 0.10
H 3.118 5.357 2.562 0.10
C -0.088 -5.760 1.263 -0.16
Ge -0.690 -4.754 -0.295 0.97
C -2.591 -4.411 -0.344 -0.27
C -3.490 -5.417 0.004 -0.11
C -4.857 -5.187 -0.052 -0.09
C -5.332 -3.947 -0.458 -0.09
C -4.444 -2.939 -0.801 -0.08
C -3.076 -3.167 -0.742 -0.09
C -0.165 -5.556 -2.013 -0.18
C -1.091 -5.521 -3.025 -0.10
C -0.791 -5.996 -4.322 -0.09
C 0.442 -6.506 -4.594 -0.04
C 1.434 -6.566 -3.585 -0.17
C 2.720 -7.097 -3.855 -0.04
C 3.672 -7.155 -2.881 -0.08
C 3.389 -6.662 -1.591 -0.07
C 2.162 -6.135 -1.309 -0.06
C 1.135 -6.084 -2.287 -0.18
H -0.110 -6.828 1.043 0.03
H -0.745 -5.533 2.099 0.02
H 0.924 -5.472 1.540 0.02
H -3.126 -6.389 0.318 0.10
H -5.550 -5.972 0.225 0.10
H -6.398 -3.760 -0.490 0.10
H -4.805 -1.961 -1.090 0.08
H -2.384 -2.370 -0.997 0.07
H -2.085 -5.137 -2.828 0.09
H -1.547 -5.955 -5.096 0.10
H 0.683 -6.873 -5.584 0.11
H 2.933 -7.451 -4.857 0.11
H 4.650 -7.565 -3.098 0.10
H 4.153 -6.689 -0.826 0.11
H 1.972 -5.725 -0.329 0.08
C -0.480 2.157 -6.094 -0.06
O 0.805 1.979 -5.549 -0.09
C 1.376 0.749 -5.614 -0.21
C 0.930 -0.260 -6.449 -0.05
C 1.577 -1.495 -6.506 -0.14
C 2.675 -1.718 -5.697 -0.13
C 3.133 -0.705 -4.867 -0.06
C 2.524 0.547 -4.816 -0.18
N 3.140 1.557 -4.108 0.07
C 2.703 2.824 -3.754 -0.07
C 1.463 3.260 -3.240 -0.20
C 1.195 4.641 -3.404 -0.10
C 0.067 5.253 -2.906 -0.15
C -0.845 4.480 -2.185 -0.12
C -0.611 3.132 -1.993 -0.06
C 0.518 2.457 -2.501 -0.38
O 0.702 1.188 -2.260 -0.24
H -0.801 3.147 -5.778 0.10
H -1.182 1.411 -5.706 0.09
H -0.470 2.106 -7.188 0.09
H 0.078 -0.077 -7.089 0.10
H 1.229 -2.255 -7.193 0.09
H 3.181 -2.674 -5.707 0.10
H 3.993 -0.877 -4.230 0.10
H 4.113 1.370 -3.919 0.13
H 3.452 3.591 -3.933 0.11
H 1.925 5.226 -3.953 0.10
H -0.099 6.313 -3.056 0.09
H -1.732 4.934 -1.760 0.09
H -1.308 2.551 -1.402 0.03
```

Output
LUMO level (alpha / beta)   2.007 / 2.005 eV
⟨S²⟩   0.7801
HOMO-LUMO gap (alpha / beta)   4.87 / 6.45 eV
Strongest force on any atom   1.6 eV/Å
Charge   -1
Energy above the lowest of the compared OMol25 structures with the same formula, charge and spin   0.0000 eV
Spin multiplicity   2



2.
Here is 19 unconnected molecules or ions with the total composition C68H142N6O42P8S5 from OMol25. Energies are from ωB97M-V/def2-TZVPD.

XYZ file:
```
271
Properties=species:S:1:pos:R:3:lowdin_charge:R:1
C 0.032 0.173 1.267 -0.19
C -0.524 -1.328 1.327 -0.18
C -0.925 -1.583 -0.105 -0.20
S 0.077 -0.558 -1.253 0.72
O -0.737 0.467 -1.911 -0.34
O 1.065 -1.333 -2.027 -0.36
C 0.923 0.393 0.051 -0.21
H 0.589 0.459 2.159 0.08
H -0.893 0.745 1.193 0.09
H -1.263 -1.433 2.122 0.08
H 0.204 -2.054 1.689 0.08
H -1.920 -1.140 -0.120 0.10
H -0.826 -2.580 -0.535 0.10
H 1.089 1.392 -0.352 0.09
H 1.898 -0.080 0.171 0.09
C -3.064 -0.141 -6.690 -0.25
C -4.374 0.262 -7.307 -0.24
C -4.556 1.705 -7.711 -0.20
S -2.817 2.345 -7.756 0.76
O -2.776 3.458 -6.786 -0.37
O -2.478 2.570 -9.172 -0.36
C -1.920 0.774 -7.157 -0.17
H -3.028 -1.230 -6.731 0.09
H -2.998 0.095 -5.628 0.11
H -5.213 0.030 -6.651 0.11
H -4.420 -0.350 -8.208 0.12
H -4.999 2.277 -6.896 0.09
H -5.159 1.891 -8.600 0.11
H -1.100 1.019 -6.482 0.09
H -1.576 0.194 -8.014 0.08
C 1.027 5.769 3.287 -0.20
C 0.265 4.555 3.940 -0.17
C 0.161 3.443 2.790 -0.18
S -0.189 4.392 1.225 0.71
O -1.600 4.361 0.916 -0.34
O 0.748 3.951 0.182 -0.35
C 0.258 6.093 1.911 -0.15
H 2.080 5.552 3.109 0.08
H 0.932 6.630 3.948 0.11
H -0.669 5.080 4.137 0.10
H 0.809 4.157 4.796 0.09
H -0.620 2.701 2.950 0.09
H 1.154 3.024 2.626 0.07
H -0.629 6.653 2.208 0.09
H 0.924 6.608 1.219 0.09
C -3.276 1.598 8.267 -0.23
C -4.296 0.779 7.483 -0.22
C -4.543 1.334 6.045 -0.17
S -3.977 3.147 6.077 0.77
O -5.147 4.038 6.071 -0.37
O -2.752 3.415 5.223 -0.38
C -3.505 3.070 7.884 -0.21
H -2.281 1.221 8.033 0.10
H -3.497 1.534 9.333 0.12
H -5.271 0.654 7.955 0.11
H -3.896 -0.223 7.634 0.11
H -5.489 1.263 5.509 0.09
H -3.938 0.793 5.318 0.08
H -4.433 3.302 8.406 0.10
H -2.683 3.736 8.146 0.10
C 3.885 -3.815 -2.774 -0.19
C 5.001 -3.096 -1.901 -0.21
C 6.038 -2.346 -2.660 -0.22
S 6.096 -3.104 -4.370 0.76
O 7.330 -3.873 -4.392 -0.34
O 5.825 -2.044 -5.382 -0.35
C 4.696 -4.248 -3.958 -0.25
H 3.147 -3.092 -3.121 0.09
H 3.276 -4.604 -2.333 0.10
H 5.491 -3.832 -1.263 0.11
H 4.493 -2.323 -1.324 0.10
H 7.066 -2.258 -2.308 0.10
H 5.864 -1.273 -2.735 0.08
H 5.235 -5.168 -3.731 0.10
H 4.091 -4.700 -4.743 0.09
C -0.729 -2.001 -5.072 -0.08
O -0.588 -3.223 -5.798 -0.22
P -0.312 -3.282 -7.381 0.41
O -0.524 -2.056 -8.162 -0.20
O 1.183 -3.944 -7.417 -0.22
C 2.253 -3.205 -6.832 -0.10
O -1.127 -4.547 -7.775 -0.20
C -1.008 -5.149 -8.989 -0.14
H -0.427 -1.207 -5.755 0.07
H 0.041 -1.907 -4.306 0.07
H -1.693 -1.801 -4.604 0.07
H 3.139 -3.277 -7.464 0.10
H 2.555 -3.438 -5.811 0.06
H 2.046 -2.138 -6.914 0.09
H -1.827 -4.844 -9.640 0.10
H -1.067 -6.235 -8.921 0.09
H -0.062 -5.011 -9.514 0.10
C 4.313 5.751 0.675 -0.11
O 4.940 6.992 0.375 -0.19
P 5.191 8.194 1.452 0.47
O 4.775 9.509 0.878 -0.25
O 4.360 7.775 2.778 -0.24
C 4.479 8.600 3.968 -0.07
O 6.733 8.022 1.895 -0.23
C 7.431 9.175 2.256 -0.13
H 3.599 5.499 -0.109 0.09
H 3.592 5.615 1.481 0.06
H 5.123 5.028 0.765 0.07
H 4.020 8.125 4.835 0.09
H 4.296 9.666 3.835 0.10
H 5.502 8.481 4.325 0.07
H 7.577 9.066 3.330 0.08
H 6.988 10.124 1.954 0.09
H 8.489 9.180 1.997 0.09
C 3.515 -0.064 -4.170 -0.11
O 2.665 0.956 -4.668 -0.23
P 3.224 2.452 -4.956 0.46
O 4.392 2.479 -5.868 -0.24
O 1.874 3.200 -5.513 -0.23
C 0.583 3.412 -4.768 -0.03
O 3.497 3.087 -3.478 -0.25
C 4.886 3.320 -3.046 -0.07
H 3.899 -0.616 -5.028 0.07
H 2.966 -0.766 -3.543 0.06
H 4.400 0.280 -3.634 0.08
H -0.254 2.821 -5.138 0.06
H 0.290 4.460 -4.833 0.09
H 0.765 3.118 -3.734 0.08
H 5.576 2.922 -3.790 0.08
H 4.961 2.760 -2.114 0.07
H 4.969 4.367 -2.752 0.08
C 1.374 -6.123 -0.412 -0.12
O 0.158 -6.106 -1.077 -0.24
P -0.429 -7.058 -2.278 0.53
O -0.694 -8.502 -1.951 -0.25
O -1.841 -6.292 -2.632 -0.26
C -2.989 -6.862 -3.289 -0.07
O 0.671 -6.702 -3.410 -0.20
C 0.700 -5.443 -3.864 -0.16
H 1.216 -6.668 0.519 0.08
H 1.919 -5.195 -0.245 0.09
H 2.033 -6.836 -0.910 0.09
H -2.586 -7.698 -3.860 0.08
H -3.592 -6.191 -3.900 0.08
H -3.587 -7.348 -2.519 0.08
H 0.278 -5.426 -4.869 0.09
H 1.748 -5.173 -3.996 0.08
H 0.194 -4.786 -3.156 0.09
C 7.360 1.986 5.378 -0.13
O 6.424 2.216 4.404 -0.19
P 5.472 3.436 4.237 0.43
O 5.078 4.201 5.449 -0.24
O 6.144 4.405 3.091 -0.23
C 7.224 5.197 3.348 -0.15
O 4.210 2.897 3.422 -0.21
C 4.160 2.601 2.006 -0.07
H 7.105 1.195 6.084 0.09
H 7.395 2.828 6.069 0.09
H 8.387 1.750 5.100 0.10
H 8.171 4.664 3.266 0.09
H 7.184 5.663 4.332 0.10
H 7.414 5.910 2.545 0.08
H 5.013 3.002 1.459 0.08
H 3.187 2.913 1.625 0.08
H 4.117 1.542 1.753 0.07
C 4.804 -6.850 1.331 -0.10
O 3.985 -7.496 2.272 -0.25
P 3.224 -6.858 3.577 0.50
O 4.084 -6.173 4.597 -0.26
O 2.181 -5.879 2.853 -0.26
C 0.949 -5.568 3.475 -0.10
O 2.317 -8.132 4.136 -0.23
C 2.031 -9.151 3.193 -0.12
H 5.046 -5.796 1.474 0.09
H 4.167 -6.932 0.450 0.08
H 5.792 -7.270 1.145 0.09
H 0.742 -4.552 3.138 0.08
H 0.897 -5.537 4.563 0.09
H 0.239 -6.252 3.009 0.09
H 1.703 -8.797 2.215 0.08
H 1.180 -9.661 3.644 0.09
H 2.923 -9.777 3.162 0.09
C -2.149 8.977 -4.104 -0.11
O -3.057 7.911 -3.834 -0.25
P -2.707 6.647 -2.810 0.53
O -1.213 6.488 -2.687 -0.27
O -3.581 5.483 -3.494 -0.22
C -3.227 4.118 -3.473 -0.08
O -3.544 7.159 -1.486 -0.23
C -3.775 6.352 -0.317 -0.09
H -1.671 8.780 -5.064 0.09
H -1.409 9.041 -3.306 0.08
H -2.770 9.872 -4.081 0.09
H -3.874 3.794 -2.659 0.07
H -2.190 4.069 -3.141 0.09
H -3.616 3.630 -4.367 0.08
H -3.157 6.800 0.460 0.08
H -3.557 5.287 -0.384 0.06
H -4.806 6.483 0.013 0.08
C -3.449 2.038 0.020 -0.12
O -4.477 1.343 0.695 -0.21
P -5.929 2.061 0.841 0.46
O -7.069 1.125 0.978 -0.23
O -6.014 3.034 -0.423 -0.25
C -7.083 3.831 -0.823 -0.09
O -5.681 3.133 2.018 -0.21
C -6.636 3.594 2.898 -0.13
H -3.707 3.093 -0.063 0.05
H -3.362 1.709 -1.016 0.10
H -2.532 2.265 0.564 0.06
H -7.582 3.377 -1.679 0.10
H -6.680 4.843 -0.879 0.09
H -7.823 3.786 -0.024 0.08
H -6.945 4.559 2.498 0.10
H -6.320 3.800 3.921 0.06
H -7.420 2.852 3.051 0.09
N 1.426 1.381 8.842 0.01
C 1.022 0.993 7.580 -0.14
C 1.465 1.904 6.672 -0.13
C 2.284 2.705 7.342 -0.15
C 2.379 2.334 8.653 -0.12
H 1.083 1.048 9.732 0.15
H 0.296 0.197 7.654 0.09
H 1.289 1.934 5.607 0.09
H 2.810 3.588 7.011 0.10
H 2.863 2.742 9.528 0.11
N -6.197 -1.899 1.486 0.02
C -5.656 -1.821 0.251 -0.15
C -5.289 -3.098 -0.165 -0.12
C -5.787 -3.918 0.781 -0.17
C -6.346 -3.222 1.842 -0.11
H -6.450 -1.037 1.948 0.12
H -5.373 -0.977 -0.361 0.10
H -4.670 -3.427 -0.987 0.10
H -5.685 -4.987 0.662 0.08
H -6.730 -3.515 2.808 0.10
N -5.938 -3.593 -6.522 0.03
C -4.609 -3.710 -6.257 -0.12
C -4.348 -2.984 -5.105 -0.11
C -5.552 -2.440 -4.716 -0.16
C -6.470 -2.800 -5.522 -0.17
H -6.518 -3.827 -7.315 0.15
H -3.914 -4.260 -6.875 0.10
H -3.436 -2.845 -4.544 0.08
H -5.657 -1.799 -3.853 0.11
H -7.499 -2.547 -5.730 0.12
N 4.757 -0.794 2.921 0.06
C 4.319 -1.734 1.994 -0.13
C 3.001 -1.972 2.172 -0.13
C 2.547 -1.119 3.151 -0.14
C 3.579 -0.401 3.562 -0.15
H 5.704 -0.448 2.976 0.14
H 5.019 -2.204 1.320 0.10
H 2.418 -2.765 1.727 0.09
H 1.581 -0.950 3.603 0.10
H 3.542 0.344 4.343 0.11
N -1.482 -2.763 5.688 0.00
C -1.941 -2.094 4.648 -0.17
C -3.008 -2.863 4.043 -0.07
C -2.966 -4.141 4.700 -0.11
C -2.107 -4.040 5.746 -0.12
H -0.898 -2.386 6.421 0.14
H -1.553 -1.101 4.472 0.10
H -3.461 -2.706 3.076 0.07
H -3.611 -4.972 4.455 0.09
H -1.789 -4.723 6.520 0.10
N -3.020 -8.942 2.170 0.00
C -2.359 -8.665 0.910 -0.06
C -2.773 -7.364 0.633 -0.13
C -3.638 -6.958 1.598 -0.14
C -3.903 -7.974 2.452 -0.16
H -2.970 -9.849 2.612 0.14
H -1.667 -9.345 0.436 0.09
H -2.412 -6.843 -0.241 0.07
H -4.036 -5.960 1.493 0.07
H -4.509 -8.064 3.341 0.11
```

Output
LUMO level   -0.104 eV
HOMO-LUMO gap   7.74 eV
Strongest force on any atom   6.9 eV/Å
Charge   0